Density functional theory data (wB97M-V/def2-TZVPD) for 5 unconnected molecules or ions with the total composition C27H63N4O4.

```
98
Properties=species:S:1:pos:R:3:lowdin_charge:R:1
C 7.376 -0.536 1.630 -0.099
C 6.674 -1.259 0.400 -0.178
C 5.770 -0.185 -0.316 -0.330
C 6.334 0.298 -1.716 -0.024
N 4.369 -0.605 -0.533 0.090
C 3.391 -0.415 0.352 -0.326
N 3.517 0.152 1.592 0.181
C 2.221 0.119 2.048 -0.036
N 1.395 -0.429 1.141 -0.068
C -0.066 -0.538 1.427 -0.082
C -0.895 -1.231 0.293 -0.134
C -1.579 -0.256 -0.719 -0.388
C -2.292 0.980 -0.055 -0.075
C -0.643 0.265 -1.875 -0.069
N 2.109 -0.803 0.062 0.174
H 6.729 -0.646 2.531 0.076
H 8.372 -0.994 1.801 0.073
H 7.555 0.544 1.412 0.078
H 6.129 -2.173 0.714 0.107
H 7.512 -1.484 -0.302 0.098
H 5.724 0.720 0.333 0.125
H 6.511 1.391 -1.664 0.084
H 7.220 -0.281 -2.042 0.079
H 5.553 0.147 -2.502 0.075
H 4.094 -1.064 -1.398 0.147
H 1.848 0.471 3.025 0.164
H -0.450 0.448 1.753 0.126
H -0.138 -1.206 2.322 0.138
H -0.227 -1.936 -0.256 0.104
H -1.704 -1.811 0.797 0.129
H -2.385 -0.845 -1.225 0.130
H -2.560 0.704 0.988 0.071
H -1.537 1.806 -0.028 0.080
H -3.167 1.293 -0.662 0.091
H -0.949 -0.136 -2.872 0.089
H 0.437 0.040 -1.732 0.043
H -0.716 1.374 -1.988 0.081
H 1.745 -1.260 -0.766 0.158
C 0.585 1.977 -7.697 -0.077
C -0.126 2.597 -6.507 -0.275
O 0.206 1.989 -5.266 -0.173
C 1.566 2.060 -4.879 -0.290
C 2.072 3.480 -4.695 -0.077
H 0.437 0.895 -7.713 0.083
H 0.207 2.399 -8.628 0.080
H 1.662 2.159 -7.661 0.067
H -1.202 2.463 -6.631 0.119
H 0.050 3.676 -6.462 0.109
H 2.194 1.508 -5.587 0.108
H 1.638 1.534 -3.923 0.100
H 2.103 4.021 -5.643 0.070
H 3.083 3.475 -4.283 0.075
H 1.418 4.038 -4.022 0.083
C -6.584 -1.466 3.496 -0.076
C -5.881 -0.163 3.156 -0.277
O -5.184 -0.201 1.919 -0.184
C -5.971 -0.432 0.760 -0.282
C -7.018 0.641 0.517 -0.073
H -5.889 -2.306 3.437 0.081
H -7.001 -1.422 4.503 0.080
H -7.403 -1.672 2.804 0.069
H -5.131 0.040 3.923 0.108
H -6.579 0.679 3.175 0.111
H -6.429 -1.426 0.802 0.109
H -5.277 -0.444 -0.084 0.105
H -7.787 0.634 1.291 0.070
H -7.511 0.480 -0.443 0.080
H -6.561 1.633 0.519 0.083
C -5.348 4.654 7.121 -0.078
C -5.591 3.426 6.260 -0.281
O -5.214 3.601 4.903 -0.165
C -3.847 3.874 4.660 -0.281
C -2.914 2.765 5.117 -0.081
H -5.811 5.535 6.672 0.085
H -5.762 4.507 8.119 0.079
H -4.282 4.864 7.230 0.066
H -6.660 3.208 6.252 0.119
H -5.097 2.545 6.684 0.106
H -3.564 4.834 5.106 0.109
H -3.748 3.994 3.579 0.117
H -2.911 2.667 6.205 0.068
H -1.890 2.973 4.799 0.071
H -3.227 1.804 4.702 0.067
C 4.155 -6.733 -2.938 -0.073
C 4.264 -5.222 -3.041 -0.275
O 3.024 -4.549 -2.864 -0.163
C 2.391 -4.723 -1.610 -0.280
C 3.216 -4.211 -0.441 -0.079
H 3.380 -7.108 -3.608 0.087
H 5.105 -7.201 -3.198 0.082
H 3.893 -7.049 -1.926 0.068
H 4.610 -4.961 -4.042 0.121
H 5.014 -4.833 -2.342 0.105
H 2.112 -5.771 -1.465 0.114
H 1.457 -4.157 -1.660 0.109
H 4.120 -4.804 -0.297 0.075
H 2.637 -4.258 0.484 0.081
H 3.527 -3.178 -0.615 0.041
```

Values from the calculation:
maximum force: 3.0 eV/A
Kohn-Sham gap: 8.7 eV
charge: +1


Density functional theory data (wB97M-V/def2-TZVPD) for a molecular structure, C27H64AsF6O18S5.

```
121
Properties=species:S:1:pos:R:3:lowdin_charge:R:1
As 1.094 -0.107 -0.196 0.787
F 2.617 -0.449 -0.974 -0.254
F 1.251 -1.091 1.236 -0.252
F -0.562 0.282 0.264 -0.280
F 0.777 0.966 -1.537 -0.263
F 0.408 -1.537 -1.018 -0.290
F 1.716 1.257 0.706 -0.239
C 0.317 5.720 2.258 -0.169
C -0.497 6.616 1.365 -0.167
C 0.138 6.330 0.018 -0.218
O 0.730 5.035 0.021 -0.108
C 0.660 4.529 1.363 -0.196
H -0.117 5.332 3.181 0.107
H 1.267 6.214 2.491 0.119
H -0.362 7.642 1.709 0.114
H -1.563 6.427 1.237 0.086
H 0.861 7.129 -0.199 0.114
H -0.616 6.540 -0.747 0.113
H 1.501 3.985 1.784 0.112
H -0.238 3.904 1.479 0.093
C -0.258 -6.362 -1.621 -0.167
C 0.222 -5.259 -0.716 -0.192
C -0.078 -5.755 0.700 -0.185
O -1.176 -6.680 0.588 -0.124
C -1.427 -6.881 -0.790 -0.224
H 0.560 -7.079 -1.736 0.114
H -0.647 -6.121 -2.609 0.112
H -0.217 -4.256 -0.774 0.091
H 1.272 -4.951 -0.752 0.109
H -0.270 -4.925 1.377 0.109
H 0.794 -6.317 1.050 0.114
H -2.286 -6.266 -1.091 0.118
H -1.651 -7.919 -1.050 0.117
C 6.248 -2.205 2.459 -0.173
C 5.863 -1.746 1.058 -0.161
C 5.026 -0.487 1.328 -0.179
O 5.183 -0.197 2.731 -0.179
C 6.299 -0.948 3.247 -0.211
H 7.138 -2.832 2.522 0.115
H 5.385 -2.763 2.833 0.123
H 5.281 -2.529 0.568 0.108
H 6.641 -1.530 0.321 0.098
H 3.957 -0.651 1.198 0.088
H 5.317 0.417 0.788 0.121
H 6.189 -0.983 4.331 0.119
H 7.139 -0.264 3.042 0.123
O -0.090 0.950 5.484 -0.300
S -0.238 1.951 4.433 0.635
O -1.095 3.081 4.613 -0.293
O 1.233 2.427 3.882 -0.268
C 2.283 1.461 3.995 -0.282
C 3.284 1.973 5.037 -0.063
C -0.770 1.094 2.920 -0.118
H 2.838 1.394 3.058 0.104
H 2.000 0.438 4.234 0.119
H 3.705 2.942 4.780 0.077
H 4.106 1.256 5.116 0.068
H 2.808 2.022 6.018 0.075
H -1.637 0.455 3.101 0.072
H -0.029 0.323 2.709 0.039
H -0.930 1.787 2.105 0.044
O -4.643 3.526 -2.116 -0.283
S -3.744 4.181 -1.213 0.592
O -3.526 5.608 -1.330 -0.288
O -4.296 3.857 0.253 -0.241
C -3.625 4.414 1.401 -0.270
C -4.257 5.662 1.906 -0.090
C -2.215 3.257 -1.303 -0.091
H -2.574 4.569 1.154 0.085
H -3.612 3.781 2.294 0.126
H -4.063 6.476 1.191 0.071
H -3.780 6.033 2.814 0.086
H -5.343 5.701 1.979 0.085
H -2.423 2.219 -1.059 0.073
H -1.441 3.694 -0.674 0.050
H -1.925 3.325 -2.351 0.080
O -1.707 -0.608 -6.563 -0.297
S -1.547 0.580 -5.771 0.606
O -1.289 1.856 -6.369 -0.276
O -2.889 0.741 -4.861 -0.261
C -3.818 -0.341 -4.814 -0.295
C -4.939 -0.165 -3.786 -0.047
C -0.322 0.227 -4.501 -0.108
H -3.318 -1.308 -4.672 0.112
H -4.198 -0.446 -5.836 0.114
H -5.571 -1.047 -3.837 0.078
H -5.487 0.711 -4.133 0.079
H -4.555 -0.026 -2.779 0.076
H 0.582 0.044 -5.083 0.069
H -0.635 -0.644 -3.933 0.069
H -0.105 1.097 -3.888 0.057
O 6.872 -2.833 -4.564 -0.282
S 5.650 -2.098 -4.385 0.629
O 4.971 -1.472 -5.499 -0.298
O 4.564 -3.100 -3.668 -0.263
C 3.207 -2.641 -3.584 -0.286
C 2.371 -3.864 -3.854 -0.068
C 5.816 -0.899 -3.054 -0.098
H 2.987 -1.873 -4.328 0.111
H 2.944 -2.234 -2.607 0.102
H 2.759 -4.563 -3.104 0.077
H 2.435 -4.276 -4.860 0.082
H 1.297 -3.838 -3.654 0.075
H 6.301 -1.412 -2.228 0.059
H 4.803 -0.608 -2.790 0.058
H 6.431 -0.100 -3.460 0.073
O -4.394 -4.254 1.425 -0.287
S -4.144 -2.873 1.083 0.627
O -5.042 -2.236 0.140 -0.316
O -4.123 -1.962 2.449 -0.285
C -5.364 -1.352 2.848 -0.264
C -6.397 -2.412 3.231 -0.074
C -2.490 -2.452 0.435 -0.090
H -5.667 -0.643 2.074 0.115
H -5.062 -0.776 3.724 0.120
H -6.008 -2.945 4.100 0.082
H -6.749 -3.055 2.436 0.072
H -7.222 -1.859 3.699 0.078
H -2.573 -1.371 0.425 0.056
H -2.489 -2.834 -0.582 0.070
H -1.775 -2.927 1.098 0.063
```

Values from the calculation:
maximum force: 2.9 eV/A
ΔE to the lowest compared entry with this formula, charge and spin: 0.0 kcal/mol
Kohn-Sham gap: 9.9 eV
charge: -1


Density functional theory data (wB97M-V/def2-TZVPD) for a molecular structure, C27H66Cl2O13Si2.

```
110
Properties=species:S:1:pos:R:3:lowdin_charge:R:1
C 5.938 -0.717 3.481 -0.156
C 6.595 0.611 3.132 -0.781
Cl 7.567 0.319 1.614 0.574
C 5.624 1.763 2.837 -0.782
Cl 6.517 3.329 3.116 0.532
Si 4.029 1.872 3.879 0.505
O 2.723 1.734 2.822 -0.490
Si 1.739 0.389 3.044 0.512
H 5.225 -0.987 2.702 0.076
H 5.488 -0.733 4.470 0.062
H 6.713 -1.483 3.474 0.059
H 7.330 0.927 3.865 0.080
H 5.375 1.789 1.780 0.054
H 3.941 0.845 4.933 -0.015
H 3.946 3.197 4.515 -0.023
H 2.480 -0.869 2.816 -0.059
H 1.144 0.354 4.396 -0.059
H 0.648 0.468 2.058 -0.066
C -5.537 -1.632 1.036 -0.104
O -5.020 -1.794 2.340 -0.186
C -3.889 -2.637 2.443 -0.197
C -2.685 -1.967 3.078 -0.179
O -2.103 -0.899 2.347 -0.140
C -2.811 0.321 2.198 -0.184
C -3.008 1.147 3.455 -0.192
O -3.855 0.531 4.408 -0.188
C -3.346 0.455 5.723 -0.111
H -6.345 -2.344 0.843 0.088
H -5.940 -0.621 0.953 0.089
H -4.757 -1.744 0.278 0.074
H -3.602 -3.030 1.462 0.121
H -4.160 -3.493 3.074 0.126
H -1.900 -2.728 3.115 0.128
H -2.887 -1.681 4.112 0.110
H -3.752 0.173 1.666 0.109
H -2.176 0.922 1.541 0.116
H -3.475 2.092 3.150 0.128
H -2.032 1.381 3.893 0.116
H -2.254 0.416 5.739 0.083
H -3.726 -0.460 6.181 0.086
H -3.687 1.306 6.320 0.086
C -0.205 0.946 -1.840 -0.105
O -0.878 0.081 -2.732 -0.186
C -1.688 -0.909 -2.129 -0.192
C -3.115 -0.942 -2.650 -0.179
O -3.921 0.196 -2.384 -0.123
C -3.648 1.423 -3.043 -0.178
C -3.954 1.481 -4.528 -0.200
O -3.125 0.643 -5.313 -0.193
C -3.797 -0.202 -6.226 -0.105
H 0.805 0.580 -1.634 0.086
H -0.127 1.927 -2.314 0.086
H -0.747 1.064 -0.898 0.076
H -1.702 -0.794 -1.040 0.116
H -1.245 -1.889 -2.351 0.128
H -3.607 -1.755 -2.107 0.119
H -3.153 -1.212 -3.706 0.112
H -2.636 1.770 -2.833 0.112
H -4.326 2.139 -2.570 0.129
H -3.774 2.512 -4.857 0.114
H -5.012 1.254 -4.694 0.123
H -4.802 -0.461 -5.881 0.088
H -3.222 -1.125 -6.319 0.086
H -3.862 0.267 -7.212 0.083
C -7.280 3.825 -11.235 -0.113
O -5.890 3.964 -11.027 -0.190
C -5.374 5.274 -11.173 -0.198
C -4.567 5.743 -9.977 -0.182
O -5.278 5.907 -8.763 -0.116
C -5.738 4.767 -8.059 -0.180
C -4.676 3.906 -7.403 -0.203
O -3.826 3.254 -8.330 -0.194
C -2.439 3.398 -8.096 -0.104
H -7.491 3.540 -12.270 0.086
H -7.643 3.032 -10.578 0.085
H -7.824 4.742 -10.994 0.087
H -6.176 5.992 -11.375 0.121
H -4.700 5.279 -12.038 0.126
H -4.217 6.749 -10.224 0.128
H -3.676 5.129 -9.836 0.111
H -6.410 4.164 -8.673 0.111
H -6.342 5.175 -7.244 0.129
H -5.194 3.125 -6.833 0.116
H -4.096 4.511 -6.698 0.122
H -2.205 4.335 -7.585 0.089
H -1.932 3.401 -9.063 0.086
H -2.058 2.559 -7.506 0.082
C 5.863 -3.684 9.442 -0.113
O 7.028 -3.465 8.674 -0.192
C 8.200 -4.113 9.134 -0.197
C 8.887 -4.949 8.071 -0.182
O 8.172 -6.075 7.595 -0.116
C 7.032 -5.888 6.777 -0.183
C 7.285 -5.365 5.376 -0.195
O 7.786 -4.039 5.358 -0.198
C 8.949 -3.834 4.583 -0.112
H 5.730 -2.888 10.181 0.086
H 5.005 -3.676 8.767 0.084
H 5.885 -4.651 9.952 0.087
H 7.985 -4.738 10.006 0.121
H 8.913 -3.340 9.448 0.126
H 9.776 -5.372 8.547 0.129
H 9.243 -4.326 7.248 0.110
H 6.269 -5.296 7.287 0.110
H 6.617 -6.892 6.654 0.129
H 6.322 -5.369 4.850 0.126
H 7.959 -6.045 4.848 0.122
H 9.555 -4.739 4.490 0.088
H 9.555 -3.073 5.077 0.086
H 8.686 -3.469 3.585 0.082
```

Values from the calculation:
maximum force: 1.5 eV/A
Kohn-Sham gap: 9.6 eV


Result set for electronic energy: -43162.4444, -197213.7391, -96480.6707 eV, one per record in the order listed.